Entry from OMol25: the molecule C7H8N2O2 in a non-equilibrium geometry (ωB97M-V/def2-TZVPD).

Results
lowest unoccupied orbital energy: 0.35 eV
F_max: 2.7 eV Å⁻¹
SMILES: CN(N=O)c1ccccc1O
HOMO level: -8.9 eV
HOMO-LUMO gap: 0.3389 Ha
relative energy (zero: lowest compared OMol25 entry of this formula, charge and spin): 84.4 kcal per mole

The geometry in ORCA input format:
```
! wB97M-V def2-TZVPD RIJCOSX def2/J DEFGRID3
* xyz 0 1
C -1.456 0.496 -2.046
N -0.228 -0.028 -1.446
N 0.461 -0.886 -2.205
O -0.011 -0.915 -3.337
C 0.132 0.071 -0.044
C 0.034 1.253 0.618
C 0.489 1.436 1.934
C 0.877 0.291 2.611
C 0.886 -0.984 1.990
C 0.529 -1.098 0.595
O 0.638 -2.284 -0.080
H -1.945 0.836 -1.158
H -1.379 1.335 -2.809
H -2.239 -0.353 -2.328
H -0.259 2.148 0.132
H 0.428 2.413 2.376
H 0.989 0.214 3.639
H 1.251 -1.873 2.572
H 0.803 -2.073 -1.015
*
```


Entry from OMol25: a structure of composition C2H2FKMgO2 in a non-equilibrium geometry (ωB97M-V/def2-TZVPD).

Results
lowest unoccupied orbital energy (spin up / spin down): -11.93 / -11.94 eV
F_max: 4.0 eV Å⁻¹
HOMO level (spin up / spin down): -15.9 / -15.9 eV
HOMO-LUMO gap (spin up / spin down): 0.1472 / 0.1472 Ha
relative energy (zero: lowest compared OMol25 entry of this formula, charge and spin): 32.6 kcal per mole

The geometry in ORCA input format:
```
! wB97M-V def2-TZVPD RIJCOSX def2/J DEFGRID3
* xyz 2 1
H -1.478 0.869 -0.738
O -1.211 -1.124 0.470
C -1.112 0.099 0.169
C 0.179 0.523 -0.514
O 1.247 0.115 0.029
K 0.374 -2.823 1.189
Mg 3.112 0.506 -0.286
F -1.306 1.004 1.257
H 0.196 0.831 -1.574
*
```


Entry from OMol25: a structure of composition C11H23O3P2Tb in a non-equilibrium geometry (ωB97M-V/def2-TZVPD).

Results
lowest unoccupied orbital energy (spin up / spin down): -0.03 / -0.48 eV
F_max: 3.1 eV Å⁻¹
HOMO level (spin up / spin down): -6.7 / -4.2 eV
HOMO-LUMO gap (spin up / spin down): 0.2467 / 0.1380 Ha
relative energy (zero: lowest compared OMol25 entry of this formula, charge and spin): 27.3 kcal per mole
expectation value of S²: 13.058

The geometry in ORCA input format:
```
! wB97M-V def2-TZVPD RIJCOSX def2/J DEFGRID3
* xyz 0 7
C -0.450 0.133 -1.547
C -1.230 1.331 -1.401
C -0.360 2.432 -1.106
C 0.980 1.966 -1.210
C 0.960 0.538 -1.465
Tb 0.448 -0.355 1.297
P -0.008 -2.865 0.190
H -0.791 -0.777 -2.050
H -2.315 1.406 -1.543
H -0.672 3.437 -0.795
H 1.800 -0.037 -1.884
H 1.870 2.608 -1.197
H 1.136 -3.215 -0.656
H -1.049 -3.191 -0.787
H -0.066 -3.920 1.177
C -0.466 3.546 3.699
C 0.157 2.736 2.589
O -0.538 1.533 2.191
P -2.127 0.765 2.922
O -2.005 1.165 4.472
C -1.251 0.610 5.655
C 0.247 0.685 5.567
O -1.121 -0.870 2.734
C -0.955 -2.085 3.582
C 0.499 -2.386 3.882
H -1.390 4.049 3.409
H 0.230 4.355 3.958
H -0.631 2.972 4.620
H 0.263 3.321 1.664
H 1.156 2.403 2.888
H -1.635 1.247 6.464
H -1.623 -0.425 5.811
H 0.681 0.390 4.594
H 0.604 1.689 5.844
H 0.623 0.000 6.334
H -1.534 -1.891 4.489
H -1.424 -2.925 3.046
H 0.929 -1.646 4.560
H 0.497 -3.363 4.380
H 1.185 -2.477 3.022
*
```